Formula: C37H61ClFN16NbO4PS
Source: OMol25
Level of theory: the ωB97M-V functional and the def2-TZVPD basis

Results
E_LUMO = 0.0321 hartree
HOMO-LUMO gap = 5.9 eV
HOMO level = -5.051 eV

Geometry as ORCA input:
```
! RIJCOSX wB97M-V def2-TZVPD def2/J DEFGRID3
* xyz -1 1
C -2.15431 -0.35009 -1.16300
C -2.54051 -1.23659 -2.31165
O -2.81795 -0.71777 -3.36760
N -2.54886 -2.64080 -2.23143
C -1.61831 -3.16086 -1.25364
C -1.83478 -3.15724 0.22566
O -0.58161 -3.60356 -1.68197
Nb -4.47653 -3.56166 -2.37499
Cl -3.47116 -5.30524 -3.82394
C -6.46819 -4.58070 -2.69257
C -6.98639 -5.42283 -1.51635
C -8.43323 -5.09097 -1.12446
F -6.94270 -6.77599 -1.84749
P -5.62667 -1.86234 -0.82918
O -5.48930 -0.30503 -1.30618
O -7.25314 -2.11539 -0.92342
S -5.17171 -2.07265 1.05791
H -1.08343 -0.44107 -1.02151
H -2.38915 0.67115 -1.39372
H -2.72432 -0.62701 -0.28841
H -0.92412 -3.51553 0.68386
H -2.65384 -3.79395 0.51952
H -2.06528 -2.18308 0.62729
H -4.95465 -2.48596 -3.78496
H -4.18879 -4.64581 -0.91192
H -6.34967 -5.25521 -3.53157
H -7.20529 -3.84511 -2.98518
H -6.35786 -5.24188 -0.65910
H -8.86060 -4.43833 -1.86866
H -8.41447 -4.57048 -0.17913
H -9.02487 -5.99413 -1.07823
H -5.30313 0.17140 -0.48266
H -7.60353 -1.43501 -1.50985
C 0.87475 -0.12231 -3.89409
C 1.06347 0.56760 -2.62421
N 1.18660 1.08403 -1.61183
H -0.00581 0.27416 -4.39547
H 1.74871 0.01834 -4.52721
H 0.72576 -1.18532 -3.71132
C -5.25441 -3.78289 -7.40956
C -6.40495 -3.62172 -6.53315
N -7.27578 -3.49395 -5.80820
H -5.55259 -3.62402 -8.44446
H -4.48408 -3.06471 -7.13951
H -4.84756 -4.78387 -7.30019
C 2.25548 -4.90423 -1.02130
C 1.50551 -4.72889 0.21075
N 0.86479 -4.59397 1.14426
H 1.58562 -4.75134 -1.86587
H 3.06603 -4.17936 -1.06615
H 2.66986 -5.90953 -1.06223
C 2.16947 -0.48172 2.00323
C 0.92096 -0.23871 2.71084
N -0.04720 -0.04819 3.28457
H 2.16769 -1.48851 1.58862
H 2.28045 0.23696 1.19331
H 3.00875 -0.37831 2.68735
C 4.92285 2.53379 4.20090
C 5.09589 1.09744 4.02079
N 5.22972 -0.02317 3.84483
H 4.24418 2.73321 5.02301
H 5.88159 2.99470 4.40987
H 4.51669 2.96546 3.28942
C -3.18972 3.60604 0.20579
C -3.39050 2.28826 0.79204
N -3.54593 1.23133 1.19313
H -2.78293 3.49781 -0.79854
H -4.13717 4.13725 0.15207
H -2.49458 4.18006 0.81487
C -0.87347 6.73005 -0.44420
C -2.14152 7.14774 0.14995
N -3.13304 7.47067 0.61364
H -0.92983 5.68656 -0.74552
H -0.65618 7.33909 -1.31796
H -0.06950 6.84727 0.27832
C 3.83507 3.38164 -1.88105
C 3.05099 4.61038 -1.92135
N 2.43493 5.57094 -1.95293
H 4.64758 3.48673 -1.16490
H 3.20012 2.55042 -1.57886
H 4.24970 3.17549 -2.86641
C 8.56147 0.46154 2.52611
C 7.89952 1.74856 2.36720
N 7.34085 2.73621 2.24498
H 9.38303 0.55473 3.23265
H 7.84337 -0.26641 2.90157
H 8.95162 0.12457 1.56808
C 6.97919 0.20562 -1.36512
C 5.72691 0.45279 -0.66142
N 4.74495 0.64622 -0.11415
H 6.97635 -0.80022 -1.77881
H 7.09587 0.92386 -2.17372
H 7.81453 0.30624 -0.67604
C 2.43207 6.21057 3.97859
C 3.55328 5.65804 4.72818
N 4.44668 5.22447 5.29113
H 1.55778 5.57491 4.10535
H 2.20347 7.20955 4.34251
H 2.69330 6.26450 2.92317
C 3.44716 4.13805 8.66303
C 2.21121 4.45541 9.36758
N 1.24593 4.70414 9.92255
H 3.43579 3.09717 8.34702
H 3.54928 4.77414 7.78622
H 4.29724 4.30122 9.32157
C -2.71910 -0.77306 5.47131
C -3.61596 -0.63738 6.61381
N -4.31258 -0.53115 7.51289
H -3.25914 -0.58197 4.54744
H -1.90110 -0.06180 5.55569
H -2.31177 -1.78076 5.43858
C 7.47260 5.75335 0.43267
C 6.22334 6.12529 1.08007
N 5.25011 6.41768 1.59677
H 7.43989 4.70183 0.15728
H 7.61912 6.35834 -0.45966
H 8.30140 5.91476 1.11771
C -2.00231 -7.48681 -6.81800
C -2.11225 -6.07937 -7.17173
N -2.20257 -4.97406 -7.43904
H -1.97100 -7.58395 -5.73443
H -2.86361 -8.03040 -7.19969
H -1.09411 -7.90544 -7.24651
*
```

***

Formula: C22H17F5N4O13TeV
Source: OMol25
Level of theory: the ωB97M-V functional and the def2-TZVPD basis

Results
E_LUMO (spin up / spin down) = 0.0491 / -0.0158 hartree
energy above the lowest of the compared OMol25 structures with the same formula, charge and spin = 355.5 kJ/mol
HOMO-LUMO gap (spin up / spin down) = 8.2 / 6.4 eV
HOMO level (spin up / spin down) = -6.853 / -6.873 eV
<S²> = 2.0153

Geometry as ORCA input:
```
! RIJCOSX wB97M-V def2-TZVPD def2/J DEFGRID3
* xyz -1 3
V -0.67266 -0.07175 0.97313
O -2.18324 2.64670 3.49650
C -1.88818 2.09376 2.46477
O -1.49521 0.82392 2.41220
C -1.97553 2.81393 1.14523
C -2.87341 3.84106 0.98870
C -2.97662 4.48120 -0.23668
C -2.25186 4.06642 -1.33051
C -1.34040 3.04965 -1.16646
C -1.10112 2.45843 0.09295
O -0.09364 1.64841 0.31212
N -0.64235 2.56864 -2.37481
O -0.72013 3.21808 -3.38904
O -0.00147 1.52952 -2.28020
N -3.89532 5.61706 -0.38388
O -4.58940 5.91332 0.56996
O -3.90344 6.20840 -1.44637
H -3.49851 4.14262 1.81705
H -2.39773 4.51220 -2.30286
O 1.04589 0.01058 2.20006
C 1.25761 -0.53275 3.50376
C 1.72181 -1.98084 3.41168
C 0.93075 -2.79458 2.37823
C -0.54429 -2.78417 2.66380
C -1.09534 -3.73043 3.51850
C -2.45143 -3.72368 3.77111
C -3.23853 -2.76732 3.15034
C -2.62975 -1.85377 2.32344
N -1.30531 -1.84155 2.09124
H 1.84215 -0.15534 1.61250
H 0.31694 -0.43528 4.04161
H 2.00531 0.06735 4.02138
H 1.62085 -2.43994 4.40011
H 2.77912 -2.00792 3.13613
H 1.27879 -3.82736 2.39780
H 1.09967 -2.40998 1.37391
H -0.44544 -4.46863 3.97146
H -2.89233 -4.45876 4.43257
H -4.30771 -2.72112 3.30195
H -3.21082 -1.10223 1.81178
F -1.34737 -0.28523 -3.85348
Te -1.31116 -0.82640 -2.00955
F -2.59775 0.64181 -2.10406
F -1.12015 -2.38614 -0.78495
F -0.51944 -2.26975 -3.01975
F -2.89217 -1.74490 -2.31890
O -1.90540 -0.29963 -0.03545
O 2.72435 -0.45539 0.43741
C 2.02711 -0.59367 -0.57642
O 0.74785 -0.74513 -0.49596
C 2.74804 -0.60635 -1.90791
C 2.12694 -0.62161 -3.15092
C 2.87974 -0.54787 -4.31481
C 4.25013 -0.48638 -4.21252
C 4.90456 -0.50183 -2.99646
C 4.14360 -0.55166 -1.84432
N 5.06225 -0.38872 -5.45511
O 4.48102 -0.16470 -6.49509
O 6.26448 -0.53539 -5.35550
H 1.05224 -0.68601 -3.25682
H 2.40124 -0.54013 -5.28278
H 5.98350 -0.46714 -2.96538
H 4.61864 -0.54161 -0.87645
*
```

***

Formula: C4H9N3O
Source: OMol25
Level of theory: the ωB97M-V functional and the def2-TZVPD basis

Results
E_LUMO = 0.0237 hartree
energy above the lowest of the compared OMol25 structures with the same formula, charge and spin = 563.3 kJ/mol
HOMO-LUMO gap = 8.0 eV
HOMO level = -7.356 eV

Geometry as ORCA input:
```
! RIJCOSX wB97M-V def2-TZVPD def2/J DEFGRID3
* xyz 0 1
C -0.03058 -1.50066 -0.52214
N 0.29302 -0.06964 -0.44735
C 1.02788 0.42896 0.71387
N 2.38750 0.21930 0.70683
C -1.08667 0.85204 0.33786
C -2.27672 0.26850 0.59334
O 0.74506 0.39821 -1.72675
N 0.22535 1.03556 1.46698
H -0.03483 0.87347 -2.06192
H 2.86320 0.77105 1.40693
H 2.81623 0.27191 -0.20862
H -1.06068 1.78660 -0.21001
H -0.23001 -1.87594 0.48012
H -0.91612 -1.60958 -1.14570
H 0.82028 -2.02828 -0.94954
H -3.18715 0.81054 0.37707
H -2.35574 -0.63202 1.18904
*
```

***

Number 1: total energy -3980.0192 Eh. Number 2: total energy -3757.0464 Eh. Number 3: total energy -397.1361 Eh.